# C41H44Cl3N7Rb

A structure of composition C41H44Cl3N7Rb (ωB97M-V/def2-TZVPD, the OMol25 dataset).

Each line ends with the Löwdin charge.
CARTESIAN COORDINATES (ANGSTROEM)
Rb 11.73027 10.55128 9.47408  0.6813
Cl 5.82803 8.96656 6.98142  0.6716
Cl 7.07387 6.47345 6.14254  0.6461
Cl 6.19212 6.73685 8.83699  0.6388
N 10.16428 12.83992 8.38051  0.0604
N 9.82240 11.06510 11.56447  0.0263
N 13.91697 9.56312 11.51524  0.1474
N 9.11316 8.64234 8.22224  0.2257
N 13.92673 12.51025 8.36566  0.0759
N 12.81592 7.79932 9.78792  0.0964
N 11.14404 13.58462 11.03116  -0.1474
C 13.04101 7.52136 7.34938  -0.2220
C 13.40356 13.67517 8.78992  -0.2830
C 11.31288 6.36127 8.59035  -0.2703
C 13.68093 11.69733 14.57086  -0.0637
C 12.53411 6.99026 6.16570  -0.0338
C 15.32751 11.36836 12.38014  -0.2253
C 8.13637 8.11914 7.90556  -0.3814
C 12.34396 9.67584 14.03118  -0.0179
C 8.93804 10.10967 11.75765  -0.1481
C 14.23264 10.48803 12.56827  -0.1945
C 9.89830 14.02547 8.92185  -0.2833
C 14.84964 6.43921 9.95642  -0.0107
C 8.25176 10.93197 13.87129  -0.0580
C 9.88675 12.00685 12.51616  -0.2712
C 12.27297 14.51936 10.92978  -0.1636
C 9.52242 14.98544 6.77186  -0.0446
C 14.03919 12.36493 7.03646  -0.1370
C 12.38854 7.20593 8.56166  -0.2377
C 8.11392 10.01875 12.87109  -0.0543
C 6.82709 7.61637 7.45034  -1.6516
C 14.36237 8.39859 11.50042  -0.2927
C 12.91812 14.65344 7.90904  -0.0157
C 13.93738 7.52369 10.34550  -0.2621
C 9.59122 15.15014 8.17206  -0.0107
C 16.24415 11.14193 11.22091  -0.0362
C 10.94312 13.08925 12.35585  -0.1497
C 13.60119 13.27892 6.11143  -0.0647
C 12.96967 14.41282 6.53976  -0.0630
C 15.20900 7.75539 12.52549  -0.0079
C 9.11395 11.99307 13.68463  -0.0029
C 10.89338 5.79672 7.39541  -0.0610
C 14.23976 8.40494 7.28954  -0.0354
C 15.54216 12.41855 13.27490  -0.0405
C 10.56580 6.03509 9.81425  -0.0487
C 14.71461 12.62438 14.38051  -0.0549
C 13.46275 10.62993 13.72147  -0.2405
C 13.52336 14.00580 10.26930  -0.0979
C 11.46988 6.08005 6.16906  -0.0567
C 9.75819 13.73762 6.19756  -0.0562
C 10.06813 12.70479 7.06586  -0.1505
C 9.92563 14.09723 10.42094  -0.1318
H 14.43188 5.99335 9.07900  0.0757
H 14.37344 8.79337 6.25268  0.0958
H 12.00025 9.84148 15.07072  0.0913
H 15.76047 11.31638 10.25742  0.0657
H 8.86461 9.39361 10.92903  0.0956
H 15.87187 6.76721 9.79176  0.0978
H 11.51773 9.85526 13.34517  0.0602
H 16.96296 11.95392 11.21488  0.0760
H 9.68024 13.60135 5.14766  0.1011
H 9.20009 12.84156 14.35430  0.1194
H 10.65686 13.89933 13.03672  0.1259
H 12.51544 14.87099 11.96568  0.1376
H 16.76430 10.17076 11.19379  0.0903
H 14.14447 9.28211 7.92292  0.0514
H 14.73269 6.98325 13.14225  0.1080
H 11.89451 15.42435 10.44533  0.1173
H 12.62600 8.59017 13.91738  0.0953
H 10.06241 5.07423 7.43839  0.1208
H 12.57145 15.61031 8.28154  0.1190
H 16.33744 13.11147 13.00316  0.1138
H 7.38379 9.22945 12.92578  0.1092
H 11.90639 12.75035 12.76527  0.1227
H 10.56114 6.90032 10.53908  0.0903
H 9.02928 13.60463 10.77557  0.1295
H 14.27899 14.79464 10.25736  0.1359
H 14.48555 11.43448 6.73585  0.0944
H 10.95216 5.12449 10.33503  0.1037
H 14.80559 13.41553 15.08137  0.0938
H 9.72371 15.13722 10.69559  0.1253
H 9.52323 5.79801 9.64751  0.0613
H 12.62457 15.15781 5.84881  0.1142
H 7.59930 10.88272 14.73087  0.1168
H 13.67881 13.11365 5.05678  0.1081
H 13.92576 13.12507 10.73029  0.0912
H 12.99911 11.83760 15.41207  0.1166
H 14.89354 5.58898 10.69862  0.1237
H 9.32884 15.88255 6.17489  0.1166
H 15.53672 8.50158 13.25628  0.0931
H 13.01824 7.27489 5.22484  0.1167
H 9.37603 16.10979 8.61300  0.1148
H 11.04723 5.70875 5.26313  0.0983
H 15.13134 7.85031 7.58004  0.0841
H 10.36172 11.73729 6.66251  0.1091
H 16.15369 7.40547 12.15906  0.0820

The value obtained for the energy above the lowest of the compared OMol25 structures with the same formula, charge and spin is 87.8 kJ/mol. Its total charge is +1. The calculation puts the max |F| at 2.29 eV/Å.